Computed, not measured: a 2-piece molecular cluster, C32H46N3O4 overall in a non-equilibrium geometry, with ωB97M-V/def2-TZVPD.

Structure (XYZ):
```
85
Properties=species:S:1:pos:R:3:mulliken_charge:R:1
C -3.68 2.40 -4.72 -1.844
C -2.28 2.19 -4.05 2.323
C -1.31 3.13 -4.81 -1.657
C -2.49 2.62 -2.57 -1.541
C -1.98 0.67 -4.21 -1.950
C -0.52 0.16 -3.96 3.268
C 0.22 0.06 -5.31 -2.242
C 0.32 0.95 -2.93 -1.696
C -0.66 -1.27 -3.35 -0.284
C -1.29 -1.35 -2.10 -0.361
C -1.42 -2.56 -1.47 -0.757
C -0.92 -3.73 -2.04 0.072
O -1.04 -4.91 -1.34 -0.496
C 0.13 -4.96 -0.47 -0.324
C 0.16 -6.23 0.39 -0.610
O 1.54 -6.49 0.60 -0.279
C 1.75 -7.17 1.86 -0.471
C 2.93 -8.13 1.79 -0.996
C 4.26 -7.50 2.23 0.320
N 4.16 -6.83 3.53 -0.710
C 5.32 -8.66 2.42 0.394
O 5.00 -9.72 3.00 -0.654
O 6.46 -8.43 1.93 -0.641
C -0.33 -3.65 -3.27 -0.769
C -0.19 -2.43 -3.93 -0.357
H -3.97 3.45 -4.55 0.506
H -4.44 1.74 -4.30 0.385
H -3.61 2.30 -5.81 0.446
H -0.53 3.49 -4.12 0.320
H -1.87 4.04 -5.09 0.448
H -0.90 2.70 -5.73 0.227
H -3.14 3.51 -2.56 0.512
H -2.97 1.81 -2.01 0.235
H -1.54 2.94 -2.10 0.170
H -2.23 0.42 -5.26 0.333
H -2.73 0.13 -3.61 0.628
H -0.39 -0.48 -6.04 0.455
H 1.14 -0.53 -5.18 0.515
H 0.51 1.05 -5.68 0.390
H 1.16 0.31 -2.64 0.533
H 0.78 1.83 -3.40 0.398
H -0.22 1.22 -2.02 -0.115
H -1.68 -0.44 -1.64 0.399
H -1.93 -2.61 -0.50 0.524
H 1.04 -4.93 -1.08 0.340
H 0.07 -4.08 0.19 0.154
H -0.36 -7.08 -0.07 0.301
H -0.27 -6.01 1.38 0.362
H 1.84 -6.46 2.70 0.344
H 0.84 -7.78 2.02 0.361
H 3.05 -8.55 0.79 0.300
H 2.72 -8.94 2.51 0.377
H 4.68 -6.85 1.46 0.348
H 4.34 -7.51 4.27 0.302
H 4.93 -6.17 3.61 0.290
H 0.04 -4.58 -3.71 0.452
H 0.31 -2.43 -4.89 0.448
C 0.80 0.49 1.35 -0.941
N 0.52 1.80 1.97 0.029
C 0.35 2.87 1.17 -0.376
C 0.05 4.10 1.69 -0.642
C -0.10 4.25 3.08 0.735
C 0.10 3.12 3.88 -0.745
C 0.41 1.92 3.31 -0.169
C -0.48 5.54 3.68 0.634
C -1.63 5.65 4.47 -0.775
C -1.95 6.85 5.07 -0.074
N -1.16 7.93 4.90 -0.001
C -0.06 7.86 4.12 -0.357
C 0.30 6.69 3.50 -0.621
C -1.48 9.20 5.59 -0.897
H 1.70 0.58 0.75 0.348
H -0.06 0.21 0.74 0.443
H 0.95 -0.26 2.13 0.269
H 0.46 2.71 0.10 0.453
H -0.10 4.94 1.02 0.491
H 0.02 3.18 4.96 0.516
H 0.56 1.03 3.90 0.389
H -2.28 4.80 4.63 0.493
H -2.82 6.96 5.69 0.385
H 0.53 8.77 4.02 0.471
H 1.20 6.67 2.90 0.497
H -1.58 9.98 4.83 0.372
H -0.67 9.43 6.28 0.370
H -2.41 9.09 6.13 0.274
```

Frontier orbital gap   1.0 eV
Spin multiplicity   1
F_max   2.90 eV/Å
Net charge   +1
E_LUMO   -6.219 eV
DFT total energy   -1711.736345 Ha

Computed, not measured: C32H47Cl3N8O8RhS2 as an isolated structure, with ωB97M-V/def2-TZVPD.

Structure (XYZ):
```
101
Properties=species:S:1:pos:R:3:mulliken_charge:R:1
Rh -0.94 -0.53 0.39 -0.484
C 3.45 6.38 1.32 -1.502
C 2.44 5.31 1.62 0.970
C 1.40 5.52 2.51 -0.819
C 0.48 4.52 2.80 -0.665
C 0.61 3.29 2.18 -0.078
C 1.64 3.05 1.28 -0.131
C 2.55 4.05 1.01 -1.038
S -0.54 2.00 2.54 1.341
O -1.68 2.62 3.17 -0.751
O 0.14 0.97 3.32 -0.849
N -0.88 1.39 1.10 0.938
C -1.67 2.29 0.26 -2.130
C -2.68 1.51 -0.58 0.780
O -3.64 2.06 -1.08 -0.748
O -2.47 0.22 -0.66 -0.408
H 3.06 7.37 1.59 0.378
H 3.71 6.40 0.27 0.370
H 4.36 6.22 1.89 0.305
H 1.29 6.49 2.98 0.365
H -0.34 4.70 3.48 0.537
H 1.72 2.09 0.79 0.229
H 3.35 3.88 0.30 0.442
H -1.05 2.91 -0.39 0.674
H -2.24 3.01 0.86 0.356
C -5.35 -0.22 0.53 -0.661
N -5.19 0.63 1.74 0.086
C -5.73 2.00 1.49 -0.713
C -3.77 0.72 2.27 0.138
C -3.22 -0.65 2.56 -0.010
C -3.87 -1.33 3.60 -0.860
C -3.59 -2.65 3.89 -1.152
C -2.65 -3.31 3.11 -0.985
C -1.98 -2.62 2.11 -0.581
C -2.20 -1.27 1.82 2.250
H -6.41 -0.28 0.30 0.430
H -4.95 -1.21 0.75 0.319
H -4.81 0.24 -0.29 0.208
H -5.74 0.20 2.48 0.458
H -5.15 2.44 0.68 0.273
H -5.62 2.59 2.40 0.325
H -6.77 1.93 1.20 0.369
H -3.82 1.33 3.16 0.653
H -3.20 1.26 1.53 -0.995
H -4.60 -0.80 4.20 0.498
H -4.10 -3.15 4.70 0.418
H -2.43 -4.36 3.28 0.506
H -1.25 -3.18 1.54 0.917
Cl -1.56 -1.24 -3.34 -0.062
C -1.42 -2.54 -2.20 0.307
Cl -0.32 -3.82 -2.76 -0.183
Cl -3.84 -3.67 -0.90 -0.102
C -2.42 -2.90 -1.27 0.091
N -1.46 -2.29 -0.72 0.070
C 0.89 -1.60 -8.07 -1.234
C 1.59 -2.13 -6.82 -0.406
S 2.09 -0.76 -5.80 1.200
O 0.92 -0.15 -5.24 -0.555
O 3.04 0.04 -6.53 -0.681
C 2.98 -1.54 -4.46 -0.631
C 3.42 -0.52 -3.41 -1.251
N 2.29 0.01 -2.63 0.726
C 1.65 -0.68 -1.67 0.342
N 0.61 0.00 -1.20 1.834
C 0.58 1.18 -1.90 -1.905
C 1.61 1.20 -2.77 -0.432
N 1.94 2.28 -3.66 1.250
O 3.02 2.25 -4.23 -0.640
O 1.11 3.15 -3.76 -0.643
C 2.15 -2.00 -1.18 -1.878
H 0.57 -2.44 -8.68 0.394
H 1.57 -0.98 -8.65 0.346
H 0.01 -1.01 -7.80 0.327
H 2.49 -2.69 -7.06 0.397
H 0.92 -2.74 -6.20 0.322
H 3.86 -2.02 -4.89 0.638
H 2.33 -2.31 -4.03 0.267
H 3.93 0.32 -3.89 0.574
H 4.11 -0.99 -2.72 0.377
H -0.16 1.94 -1.76 0.839
H 3.20 -1.92 -0.91 0.617
H 2.06 -2.78 -1.93 0.162
H 1.59 -2.33 -0.31 0.049
C 2.20 -1.47 4.05 -1.771
C 2.23 -2.47 2.90 1.589
C 3.49 -2.27 2.06 -1.624
C 2.20 -3.89 3.44 -1.876
N 1.03 -2.38 2.02 -0.379
N 0.76 -1.04 1.56 0.434
H 3.03 -1.67 4.74 0.476
H 1.27 -1.54 4.61 0.371
H 2.31 -0.43 3.72 0.347
H 4.38 -2.43 2.68 0.578
H 3.57 -1.25 1.66 0.225
H 3.52 -2.98 1.24 0.305
H 3.06 -4.07 4.09 0.432
H 2.21 -4.62 2.63 0.405
H 1.30 -4.06 4.04 0.422
H 0.23 -2.63 2.59 0.387
H 1.55 -0.77 0.99 0.022
H 0.70 -0.38 2.34 0.161
```

Frontier orbital gap   8.1 eV
Spin multiplicity   1
F_max   0.95 eV/Å
Net charge   +1
E_LUMO   -2.862 eV
DFT total energy   -4574.707870 Ha
Relative energy (zero: lowest compared OMol25 entry of this formula, charge and spin)   18.1 kJ/mol

Computed, not measured: a 8-piece molecular cluster, C32H47F15O16 overall in a non-equilibrium geometry, with ωB97M-V/def2-TZVPD.

Structure (XYZ):
```
110
Properties=species:S:1:pos:R:3:mulliken_charge:R:1
C 7.21 13.56 25.66 -1.341
C 6.55 13.01 24.41 0.245
O 5.88 14.03 23.64 -0.329
C 5.46 13.88 22.40 0.383
O 5.62 12.86 21.78 -0.554
C 4.71 15.09 21.86 0.921
F 4.07 15.74 22.85 -0.210
F 5.56 15.91 21.20 -0.278
F 3.83 14.67 20.92 -0.218
H 6.62 14.37 26.07 0.388
H 8.27 13.71 25.44 0.333
H 7.19 12.77 26.42 0.376
H 5.69 12.38 24.67 0.110
H 7.22 12.35 23.86 0.130
C 2.15 9.08 25.09 -0.551
C 2.86 7.76 25.34 -0.537
O 2.12 7.12 26.39 -0.212
C 2.47 5.88 26.72 0.264
O 3.23 5.20 26.12 -0.502
C 1.58 5.34 27.85 0.904
F 1.07 6.34 28.56 -0.237
F 0.56 4.60 27.41 -0.252
F 2.33 4.52 28.60 -0.242
H 1.10 8.90 24.87 0.397
H 2.66 9.72 24.37 -0.017
H 2.06 9.65 26.02 0.366
H 3.91 7.92 25.59 0.296
H 2.86 7.10 24.47 0.359
C -0.80 17.76 26.78 -1.240
C -0.42 16.60 25.85 0.110
O 0.31 15.54 26.49 -0.315
C -0.43 14.47 26.83 0.385
O -1.61 14.41 26.75 -0.518
C 0.40 13.33 27.45 0.828
F 0.45 12.35 26.52 -0.260
F 1.61 13.71 27.77 -0.221
F -0.27 12.81 28.47 -0.243
H -1.60 17.49 27.46 0.311
H -1.02 18.68 26.24 0.376
H 0.10 17.92 27.38 0.306
H 0.17 16.99 25.03 0.140
H -1.32 16.21 25.37 0.324
C 9.43 8.65 23.93 -1.259
C 8.98 9.98 23.41 0.085
O 7.82 9.85 22.59 -0.327
C 6.65 9.68 23.15 0.364
O 6.46 9.72 24.34 -0.529
C 5.41 9.47 22.23 0.841
F 5.77 9.64 20.96 -0.268
F 4.90 8.26 22.46 -0.246
F 4.47 10.36 22.53 -0.174
H 10.44 8.60 24.34 0.392
H 9.47 7.87 23.17 0.331
H 8.73 8.28 24.68 0.311
H 9.78 10.35 22.77 0.348
H 8.80 10.75 24.17 0.125
C -3.96 11.54 22.66 -1.080
C -5.05 12.13 21.79 -0.316
O -5.82 12.99 22.65 -0.248
C -6.67 13.81 22.01 0.318
O -6.69 13.96 20.83 -0.518
C -7.59 14.55 23.00 0.868
F -7.45 15.86 22.87 -0.243
F -8.83 14.15 22.78 -0.246
F -7.29 14.24 24.27 -0.246
H -4.42 11.07 23.53 0.457
H -3.37 12.32 23.15 0.330
H -3.36 10.82 22.12 0.161
H -5.78 11.36 21.51 0.363
H -4.76 12.52 20.82 0.455
O -0.59 17.83 18.69 -0.587
C -0.14 18.15 19.75 0.394
C 0.56 17.32 20.75 0.494
C 0.63 18.19 22.00 -0.237
C 0.58 19.58 21.41 -0.687
O -0.09 19.46 20.11 -0.384
H -0.01 16.42 21.00 -0.279
H 1.59 17.13 20.44 0.179
H -0.26 18.10 22.63 0.135
H 1.45 17.88 22.64 0.410
H -0.08 20.34 21.84 0.307
H 1.50 20.16 21.34 0.241
O -1.44 9.22 16.54 -0.598
C -1.54 9.05 17.72 0.422
C -2.68 8.40 18.53 -0.430
C -2.37 8.81 19.94 -0.086
C -0.93 9.27 19.92 0.410
O -0.58 9.47 18.56 -0.335
H -3.61 8.83 18.18 0.303
H -2.58 7.34 18.30 0.247
H -2.99 9.66 20.25 -0.330
H -2.56 8.01 20.66 0.460
H -0.79 10.17 20.52 -0.384
H -0.36 8.50 20.45 0.287
C 1.47 12.05 23.32 0.027
O 0.85 11.49 22.19 -0.176
C 1.19 12.15 20.98 -0.513
C 0.64 13.56 20.85 -0.467
O -0.73 13.80 21.26 -0.212
C -1.66 13.36 20.29 -0.454
H 1.36 13.13 23.49 0.233
H 2.56 11.91 23.26 -0.059
H 1.11 11.56 24.22 -0.080
H 0.92 11.51 20.14 0.568
H 2.29 12.20 21.00 -0.043
H 0.64 14.10 19.90 0.814
H 1.23 14.15 21.55 -0.131
H -1.63 14.05 19.44 0.392
H -2.61 13.35 20.81 -0.095
H -1.57 12.33 19.93 0.221
```

Frontier orbital gap   10.1 eV
Spin multiplicity   1
F_max   2.59 eV/Å
E_LUMO   0.130 eV
DFT total energy   -3949.357993 Ha
SMILES string   CCOC(=O)C(F)(F)F.CCOC(=O)C(F)(F)F.CCOC(=O)C(F)(F)F.CCOC(=O)C(F)(F)F.CCOC(=O)C(F)(F)F.O=C1CCCO1.O=C1CCCO1.COCCOC